(1)
DFT (ωB97M-V/def2-TZVPD) results for C22H48F9O11Y as an isolated structure.

## Properties
* HOMO: -7.6 eV
* LUMO level: -6.03 eV
* 2S+1: 1
* E: -71596.7107 eV
* gap between HOMO and LUMO: 1.59 eV

Geometry (Å):
1 Y -0.485 -0.131 -0.602
2 C -4.354 4.964 -0.945
3 O -4.860 4.761 0.398
4 O -3.702 3.729 -1.271
5 C -5.558 5.545 -1.856
6 F -5.780 6.832 -1.642
7 F -5.301 5.527 -3.202
8 F -6.741 4.992 -1.639
9 C -5.032 5.892 1.247
10 C -5.094 5.356 2.657
11 H -4.197 4.753 2.800
12 H -5.117 6.123 3.431
13 H -5.968 4.713 2.766
14 H -5.948 6.423 0.988
15 H -4.233 6.633 1.243
16 H -3.649 5.791 -0.857
17 C 2.310 1.058 5.157
18 O 2.778 -0.276 5.342
19 O 1.597 1.096 3.931
20 C 1.774 1.661 6.464
21 F 2.795 1.831 7.371
22 F 1.242 2.877 6.342
23 F 0.821 0.932 7.090
24 C 4.124 -0.537 5.716
25 C 4.167 -2.030 6.039
26 H 5.198 -2.351 6.189
27 H 3.575 -2.292 6.915
28 H 3.827 -2.594 5.171
29 H 4.496 0.031 6.569
30 H 4.824 -0.431 4.888
31 H 3.165 1.694 4.928
32 C 5.633 -2.196 -1.562
33 O 6.128 -0.845 -1.406
34 O 4.226 -2.094 -1.453
35 C 6.215 -2.872 -2.813
36 F 5.659 -4.022 -3.108
37 F 6.065 -2.043 -3.813
38 F 7.531 -3.136 -2.713
39 C 7.445 -0.656 -0.880
40 C 7.575 0.900 -0.696
41 H 6.906 1.150 0.128
42 H 8.536 1.189 -0.270
43 H 7.392 1.440 -1.625
44 H 8.246 -0.978 -1.545
45 H 7.579 -1.126 0.094
46 H 5.952 -2.750 -0.680
47 C 4.177 3.682 -4.491
48 C 3.497 3.974 -3.164
49 O 2.991 2.775 -2.599
50 H 3.519 3.174 -5.196
51 H 5.114 3.132 -4.409
52 H 4.403 4.642 -4.955
53 H 2.647 4.637 -3.327
54 H 4.192 4.519 -2.525
55 H 3.774 2.220 -2.602
56 C -7.290 -0.053 1.309
57 C -6.176 -0.903 1.909
58 O -4.992 -0.160 1.721
59 H -7.566 0.893 1.774
60 H -8.168 -0.678 1.141
61 H -6.978 0.270 0.316
62 H -6.036 -1.861 1.408
63 H -6.313 -1.223 2.941
64 H -5.274 0.724 1.969
65 C -3.987 -5.722 -2.406
66 C -3.146 -4.744 -3.118
67 O -3.434 -3.460 -2.534
68 H -4.260 -6.621 -2.959
69 H -4.973 -5.323 -2.171
70 H -3.572 -6.027 -1.446
71 H -3.392 -4.782 -4.179
72 H -2.084 -4.984 -3.078
73 H -4.242 -3.132 -2.935
74 C -1.885 -3.878 5.430
75 C -1.684 -4.388 3.978
76 O -0.927 -3.355 3.367
77 H -2.507 -4.597 5.962
78 H -2.437 -2.938 5.466
79 H -1.020 -3.720 6.074
80 H -2.667 -4.566 3.540
81 H -1.142 -5.334 3.972
82 H -0.314 -3.122 4.068
83 C -0.288 -1.833 -8.260
84 C 0.554 -1.598 -7.040
85 O -0.123 -0.777 -6.072
86 H -0.612 -0.879 -8.676
87 H -1.182 -2.378 -7.956
88 H 0.233 -2.427 -9.011
89 H 1.470 -1.080 -7.323
90 H 0.828 -2.544 -6.572
91 H -0.494 -0.087 -6.627

---

(2)
DFT (ωB97M-V/def2-TZVPD) results for a 2-piece molecular cluster, C18H29BrN4O4 overall.

## Properties
* SMILES: CC[C@H](C)[C@H](NC(C)=O)C(=O)NC.COCCNC(=O)c1cncc(Br)c1
* HOMO: -9.4 eV
* LUMO level: -0.16 eV
* 2S+1: 1
* E: -103329.7352 eV
* gap between HOMO and LUMO: 9.25 eV

Geometry (Å):
1 C 1.719 1.156 -5.155
2 C 1.195 1.045 -3.717
3 C -0.043 1.924 -3.409
4 C 0.278 3.405 -3.703
5 C -0.481 1.764 -1.929
6 N -0.614 0.362 -1.484
7 C -1.549 -0.523 -1.826
8 C -1.491 -1.850 -1.108
9 O -2.404 -0.328 -2.674
10 C -1.597 2.695 -1.395
11 O -1.440 3.176 -0.279
12 N -2.712 3.038 -2.056
13 C -3.169 2.726 -3.411
14 H 2.482 0.394 -5.318
15 H 0.904 0.999 -5.862
16 H 2.172 2.134 -5.325
17 H 2.004 1.308 -3.033
18 H 0.937 -0.001 -3.550
19 H -0.849 1.597 -4.063
20 H -0.554 4.054 -3.438
21 H 0.470 3.548 -4.766
22 H 1.154 3.719 -3.134
23 H 0.390 2.119 -1.377
24 H 0.032 0.064 -0.772
25 H -2.287 -2.490 -1.489
26 H -0.527 -2.321 -1.290
27 H -1.634 -1.687 -0.041
28 H -3.316 3.635 -1.511
29 H -3.154 1.655 -3.596
30 H -4.198 3.067 -3.536
31 H -2.548 3.229 -4.151
32 C -1.166 -1.677 7.091
33 O -0.633 -0.547 6.387
34 C -1.037 -0.464 5.012
35 C 0.153 -0.787 4.110
36 N 0.686 -2.109 4.433
37 C 1.394 -2.967 3.624
38 O 1.507 -4.088 4.090
39 C 1.970 -2.642 2.322
40 C 2.211 -3.690 1.427
41 N 2.719 -3.490 0.198
42 C 3.020 -2.238 -0.183
43 C 2.824 -1.136 0.653
44 Br 3.231 0.634 0.058
45 C 2.320 -1.343 1.930
46 H -0.968 -2.611 6.557
47 H -0.706 -1.745 8.082
48 H -2.247 -1.570 7.219
49 H -1.863 -1.151 4.793
50 H -1.389 0.550 4.801
51 H -0.177 -0.745 3.067
52 H 0.921 -0.024 4.268
53 H 0.446 -2.501 5.339
54 H 1.967 -4.711 1.710
55 H 3.423 -2.076 -1.178
56 H 2.224 -0.486 2.588

---

(3)
DFT (ωB97M-V/def2-TZVPD) results for one molecule with the formula C6H9ClS.

## Properties
* SMILES: ClC[C@]12CSC[C@H]1C2
* HOMO: -8.5 eV
* LUMO level: 0.79 eV
* 2S+1: 1
* E: -29722.9605 eV
* gap between HOMO and LUMO: 9.33 eV

Geometry (Å):
1 Cl 2.945 -0.439 0.033
2 C 1.553 0.440 -0.529
3 C 0.208 0.247 0.154
4 C -0.553 -1.101 0.001
5 S -2.170 -1.016 0.163
6 C -2.187 0.740 -0.563
7 C -0.899 1.368 -0.232
8 C -0.164 1.312 1.071
9 H 1.882 1.413 -0.557
10 H 1.689 0.179 -1.612
11 H -0.137 -1.869 0.685
12 H -0.371 -1.230 -1.164
13 H -2.186 0.665 -1.803
14 H -3.052 1.378 -0.208
15 H -0.721 2.045 -1.066
16 H -0.911 1.081 1.832
17 H 0.720 2.020 1.313

---

(4)
DFT (ωB97M-V/def2-TZVPD) results for one molecule with the formula C4H6INS.

## Properties
* SMILES: CC/N=C(\I)C=S
* HOMO: -8.4 eV
* LUMO level: -0.97 eV
* 2S+1: 1
* E: -24668.0473 eV
* gap between HOMO and LUMO: 7.39 eV

Geometry (Å):
1 C 1.544 1.521 -0.114
2 C 1.251 0.038 0.152
3 N 0.021 -0.570 -0.068
4 C -1.182 -0.579 0.144
5 I -2.320 1.053 0.845
6 C -2.196 -2.013 -0.398
7 S -3.805 -1.837 -0.315
8 H 2.604 1.747 -0.286
9 H 1.016 1.873 -0.991
10 H 1.236 2.132 0.696
11 H 1.458 -0.103 1.198
12 H 2.049 -0.370 -0.568
13 H -1.676 -2.894 -0.296